{
  "formula": "C33H27N9O2PrS2",
  "method": "ωB97M-V/def2-TZVPD",
  "charge": 1,
  "relative_energy_ev": 0.476,
  "fmax_ev_per_a": 3.139,
  "s_squared": 2.003,
  "lumo_ev": [-2.93, -2.93],
  "multiplicity": 3,
  "elements": ["Pr", "N", "C", "N", "C", "N", "N", "C", "C", "C", "C", "C", "C", "N", "C", "C", "C", "C", "C", "C", "H", "H", "H", "H", "H", "H", "H", "H", "H", "H", "H", "N", "C", "C", "O", "O", "H", "H", "H", "H", "S", "C", "C", "C", "C", "C", "C", "N", "C", "C", "C", "C", "C", "C", "C", "H", "H", "H", "H", "H", "H", "H", "H", "S", "C", "N", "C", "C", "C", "N", "H", "H", "H", "H"],
  "positions_angstrom": [[0.758890, 0.220206, 0.121369], [-2.945360, 2.083618, 2.897991], [-2.527310, 0.970499, 2.272400], [-2.115703, 0.918029, 1.054186], [-2.070231, 2.102218, 0.319689], [-1.726705, 2.046301, -0.919757], [-1.186456, 0.901982, -1.370756], [-1.698002, 0.212357, -2.306889], [-1.000447, -0.995660, -2.746159], [-1.528406, -1.781434, -3.766513], [-0.890952, -2.958570, -4.111455], [0.244804, -3.328543, -3.407155], [0.699420, -2.488717, -2.404388], [0.117300, -1.337749, -2.087034], [-2.412989, 3.367361, 0.951137], [-2.270061, 4.602700, 0.320818], [-2.588167, 5.764481, 0.992392], [-3.059688, 5.709036, 2.303074], [-3.199466, 4.495698, 2.946031], [-2.863197, 3.326133, 2.272988], [-3.235038, 2.045622, 3.860753], [-2.556920, 0.049979, 2.848747], [-2.661546, 0.453023, -2.751748], [-2.435613, -1.464818, -4.264727], [-1.279472, -3.584221, -4.903621], [0.764665, -4.251253, -3.623528], [1.560523, -2.759402, -1.803479], [-1.911520, 4.624308, -0.699421], [-2.467069, 6.722848, 0.506396], [-3.313947, 6.620743, 2.826520], [-3.560534, 4.445639, 3.966569], [1.176279, -0.450954, 3.310229], [1.777324, 0.886281, 3.443973], [1.465937, 1.496936, 2.088007], [2.333557, 1.454997, 1.179811], [0.270627, 1.797432, 1.849467], [0.170333, -0.387345, 3.400394], [1.502708, -1.081112, 4.030549], [2.853115, 0.791407, 3.566676], [1.356687, 1.487331, 4.253817], [3.448557, -3.716964, 1.531205], [4.635884, -2.518374, 1.125559], [6.020848, -2.596851, 1.212569], [6.758473, -1.486553, 0.852152], [6.127341, -0.314544, 0.427069], [4.752081, -0.236177, 0.336673], [3.988340, -1.357695, 0.673806], [2.604466, -1.458881, 0.620512], [2.175648, -2.613979, 1.053187], [0.765879, -2.974201, 1.151109], [0.413447, -4.275293, 1.527364], [-0.916708, -4.625883, 1.646418], [-1.890503, -3.672552, 1.379868], [-1.526198, -2.387343, 0.994491], [-0.194992, -1.971753, 0.865180], [6.504731, -3.499246, 1.562085], [7.838250, -1.521150, 0.912123], [6.730061, 0.550001, 0.181228], [4.258286, 0.676063, 0.040323], [1.181521, -5.017291, 1.721924], [-1.196685, -5.629342, 1.939198], [-2.938348, -3.935679, 1.470008], [-2.318534, -1.675399, 0.775830], [1.576516, 2.287309, -2.197281], [2.604542, 1.127930, -2.781612], [3.296369, 1.330671, -3.958845], [4.061416, 0.378316, -4.526641], [4.217572, -0.816015, -3.896199], [3.579522, -0.955058, -2.647864], [2.800125, -0.042790, -2.123369], [3.189285, 2.238038, -4.388204], [4.533081, 0.617338, -5.469332], [4.816980, -1.607324, -4.316551], [3.750013, -1.847193, -2.053147]],
  "forces_ev_per_angstrom": [[-1.10, -1.42, -2.57], [0.06, 0.00, 0.03], [-0.07, -0.01, -0.01], [0.07, 0.09, -0.08], [0.01, -0.80, -0.23], [-0.35, 1.25, -0.29], [-0.15, -0.92, 0.00], [-0.21, 0.44, 0.19], [0.20, -0.46, -0.13], [-0.10, 0.22, 0.09], [0.12, -0.07, 0.04], [-0.08, -0.01, -0.10], [0.05, 0.05, 0.10], [-0.26, 0.04, -0.04], [-0.12, 0.06, 0.26], [-0.05, 0.01, -0.04], [0.04, 0.04, -0.06], [-0.01, -0.08, 0.05], [-0.03, 0.01, 0.08], [0.06, 0.11, -0.26], [-0.03, -0.09, 0.02], [-0.01, 0.03, 0.04], [0.05, 0.16, -0.06], [0.02, -0.02, -0.02], [-0.01, 0.00, 0.01], [0.00, 0.00, 0.03], [0.02, -0.01, -0.03], [0.02, -0.01, 0.02], [-0.02, -0.01, -0.02], [0.00, 0.00, -0.01], [0.01, 0.02, -0.01], [0.03, 0.31, 0.04], [-0.07, 0.06, -0.01], [0.80, 1.29, 2.13], [0.76, 0.38, 0.38], [0.06, 0.10, 0.22], [-0.06, -0.04, 0.01], [0.09, -0.08, -0.06], [0.01, -0.01, 0.00], [0.04, 0.04, -0.01], [-0.08, 0.11, -0.05], [-0.24, 0.14, -0.07], [0.04, -0.04, 0.03], [0.07, -0.06, 0.02], [-0.03, 0.01, 0.00], [-0.08, -0.02, 0.00], [0.31, -0.14, 0.08], [-0.01, -0.29, 0.07], [0.45, -0.14, -0.02], [-0.51, -0.02, -0.01], [0.17, 0.06, -0.04], [-0.06, -0.06, 0.01], [-0.02, 0.01, 0.00], [-0.01, 0.14, -0.07], [0.23, -0.51, 0.22], [0.01, 0.01, -0.01], [-0.01, 0.00, 0.01], [-0.02, 0.01, -0.01], [0.03, 0.04, -0.01], [-0.05, -0.03, 0.02], [0.02, 0.00, 0.00], [0.01, -0.01, -0.01], [-0.01, -0.01, 0.01], [-0.06, 0.15, 0.01], [-0.09, 0.24, -0.04], [0.00, -0.21, 0.15], [0.09, -0.12, 0.00], [0.00, -0.03, -0.02], [0.06, 0.16, 0.00], [0.13, -0.18, 0.09], [-0.06, 0.02, -0.06], [-0.03, 0.07, 0.01], [0.04, 0.04, 0.00], [-0.08, -0.02, 0.00]],
  "mulliken_charge": [0.4405, 0.0311, -0.4250, -0.1749, 0.4662, -1.6926, 1.2115, -0.6549, 0.9094, -0.9954, -0.5086, -1.1437, -0.0989, 0.4216, 0.7223, -0.3888, -0.8599, -0.4289, -0.9319, 0.1369, 0.2676, 0.5135, 0.3505, 0.4979, 0.4300, 0.4952, 0.3451, 0.5059, 0.4207, 0.4138, 0.3968, -0.3044, -0.8527, 0.8800, -0.5936, -0.3900, 0.0709, 0.2938, 0.3422, 0.4447, -0.4712, 1.1137, -0.6645, -0.6055, -0.9100, -0.4623, -0.9773, 0.9989, 0.4598, 0.4835, -1.1133, -0.8535, -1.0025, -0.6045, 1.0887, 0.4534, 0.4313, 0.4433, 0.4789, 0.4403, 0.4111, 0.4492, 0.5103, -0.4588, -0.0887, 0.0379, -0.2265, -1.1128, 0.2280, 0.4811, 0.2797, 0.4074, 0.4550, 0.3359]
}